Entry 1:
ORCA calculation (ωB97M-V/def2-TZVPD) on a molecular structure, C27H30MgNO9P2S2.

LUMO	2.13	eV
Kohn-Sham gap	0.30564	Eh
charge	-1
ΔE to the lowest compared entry with this formula, charge and spin	0.00	kJ/mol
HOMO level	-6.19	eV

Last column: Löwdin charge in e.
Atoms and positions in Å:
Mg: 1.76 -1.03 -0.52  0.54
O: 3.35 -0.18 -1.65  -0.20
P: 4.61 -0.41 -0.54  0.21
O: 5.85 0.11 -1.12  -0.29
O: 4.41 -1.80 -0.05  -0.32
O: 4.03 0.58 0.61  -0.30
P: 3.21 0.06 1.94  0.20
O: 4.26 -0.93 2.62  -0.13
O: 2.93 1.24 2.78  -0.29
O: 2.04 -0.77 1.42  -0.36
H: 2.94 0.69 -1.48  0.03
H: 4.49 -1.60 1.93  0.05
O: 1.31 1.15 -0.68  -0.56
S: 0.50 1.74 0.45  1.03
C: -0.97 2.36 -0.42  -0.26
C: -2.08 2.72 0.52  -0.27
C: -2.61 4.00 0.55  -0.05
C: -3.66 4.32 1.40  -0.09
C: -4.19 3.35 2.23  -0.10
C: -3.66 2.06 2.22  -0.07
C: -2.61 1.75 1.37  -0.04
C: 1.32 3.29 0.89  -0.25
C: 1.90 4.02 -0.27  -0.26
C: 3.12 3.59 -0.79  -0.02
C: 3.67 4.23 -1.89  -0.06
C: 3.01 5.30 -2.48  -0.10
C: 1.80 5.73 -1.97  -0.09
C: 1.24 5.09 -0.87  -0.06
H: -1.23 1.50 -1.04  0.09
H: -0.67 3.19 -1.06  0.09
H: -2.20 4.76 -0.11  0.10
H: -4.06 5.32 1.40  0.10
H: -5.01 3.59 2.89  0.10
H: -4.07 1.30 2.87  0.10
H: -2.20 0.75 1.36  0.10
H: 2.08 2.97 1.61  0.07
H: 0.56 3.87 1.44  0.11
H: 3.64 2.77 -0.31  0.11
H: 4.62 3.89 -2.28  0.11
H: 3.44 5.80 -3.34  0.10
H: 1.28 6.57 -2.42  0.10
H: 0.30 5.44 -0.46  0.10
N: -8.35 -1.30 0.78  0.13
C: -7.22 -1.31 0.55  -0.20
C: -5.82 -1.32 0.27  -0.25
C: -4.92 -1.86 1.20  -0.04
C: -3.56 -1.86 0.92  -0.04
C: -3.07 -1.33 -0.28  -0.27
C: -3.99 -0.80 -1.20  -0.03
C: -5.34 -0.79 -0.93  -0.03
C: -1.67 -1.29 -0.53  -0.18
C: -0.47 -1.24 -0.78  0.00
H: -5.29 -2.26 2.13  0.12
H: -2.86 -2.26 1.64  0.12
H: -3.61 -0.39 -2.12  0.12
H: -6.04 -0.38 -1.64  0.12
C: 2.88 -6.37 0.86  -0.13
C: 2.87 -5.31 -0.23  -0.38
S: 1.69 -3.99 0.08  0.97
O: 1.96 -3.03 -1.05  -0.55
C: 0.13 -4.79 -0.32  -0.38
C: -0.06 -5.04 -1.81  -0.12
H: 3.70 -7.07 0.68  0.07
H: 1.96 -6.94 0.88  0.06
H: 3.03 -5.92 1.84  0.08
H: 2.68 -5.71 -1.23  0.09
H: 3.81 -4.75 -0.27  0.09
H: -0.63 -4.10 0.06  0.07
H: 0.09 -5.71 0.28  0.08
H: 0.12 -4.12 -2.36  0.07
H: -1.09 -5.35 -2.00  0.08
H: 0.60 -5.82 -2.19  0.07

Entry 2:
ORCA calculation (ωB97M-V/def2-TZVPD) on a single C27H30N2O3 molecule.

LUMO	0.64	eV
SMILES string	COc1ccc(OCc2cccc(C(=O)Nc3ccc(CN4CCCCC4)cc3)c2)cc1
Kohn-Sham gap	0.31546	Eh
ΔE to the lowest compared entry with this formula, charge and spin	106.08	kJ/mol
HOMO level	-7.95	eV

Last column: Löwdin charge in e.
Atoms and positions in Å:
C: 1.98 -2.10 -8.79  -0.10
H: 1.06 -1.59 -9.10  0.09
O: 1.70 -3.31 -8.13  -0.09
C: 0.98 -3.27 -6.98  -0.28
C: 0.72 -4.50 -6.37  0.00
C: 0.00 -4.57 -5.20  0.00
C: -0.50 -3.41 -4.60  -0.28
C: -0.24 -2.19 -5.20  -0.01
C: 0.49 -2.12 -6.38  -0.01
H: 0.67 -1.15 -6.81  0.10
H: -0.59 -1.27 -4.76  0.11
O: -1.21 -3.60 -3.45  -0.05
C: -1.78 -2.47 -2.82  -0.15
C: -0.77 -1.52 -2.22  -0.20
C: -1.10 -0.18 -2.05  0.02
C: -0.19 0.69 -1.47  -0.16
C: 1.07 0.24 -1.10  -0.03
C: 1.40 -1.09 -1.28  -0.05
C: 0.48 -1.97 -1.83  -0.01
H: 0.73 -3.01 -1.96  0.12
H: 2.38 -1.45 -1.00  0.11
H: 1.80 0.92 -0.68  0.12
C: -0.55 2.14 -1.36  -0.44
O: -1.04 2.76 -2.28  0.08
N: -0.26 2.76 -0.18  0.14
C: 0.11 2.23 1.05  -0.25
C: -0.35 0.99 1.50  -0.01
C: 0.05 0.51 2.73  -0.04
C: 0.89 1.24 3.56  -0.22
C: 1.33 2.48 3.11  -0.05
C: 0.95 2.97 1.88  -0.01
H: 1.30 3.94 1.55  0.11
H: 1.99 3.07 3.74  0.12
C: 1.28 0.72 4.92  -0.15
N: 0.43 1.06 6.04  -0.17
C: 0.41 2.44 6.47  -0.19
C: -0.64 3.31 5.77  -0.18
C: -2.02 2.68 5.93  -0.20
C: -1.98 1.26 5.37  -0.18
C: -0.88 0.46 6.09  -0.19
H: -0.82 -0.55 5.68  0.11
H: -1.16 0.37 7.15  0.12
H: -1.78 1.29 4.30  0.09
H: -2.94 0.76 5.52  0.11
H: -2.77 3.27 5.40  0.11
H: -2.29 2.65 6.99  0.11
H: -0.40 3.40 4.71  0.09
H: -0.63 4.31 6.21  0.11
H: 1.41 2.86 6.34  0.11
H: 0.19 2.43 7.55  0.12
H: 2.28 1.09 5.17  0.12
H: 1.33 -0.37 4.88  0.12
H: -0.31 -0.46 3.05  0.12
H: -1.02 0.41 0.88  0.12
H: -0.35 3.77 -0.22  0.16
H: -2.06 0.19 -2.36  0.13
H: -2.40 -2.89 -2.02  0.14
H: -2.44 -1.93 -3.52  0.14
H: -0.20 -5.52 -4.73  0.12
H: 1.10 -5.40 -6.84  0.12
H: 2.56 -2.37 -9.68  0.09
H: 2.58 -1.43 -8.16  0.09

Entry 3:
ORCA calculation (ωB97M-V/def2-TZVPD) on a molecular structure, C27H30N6O4S5Se2Ti in a non-equilibrium geometry.

LUMO	3.85	eV
Kohn-Sham gap	0.24471	Eh
charge	-2
ΔE to the lowest compared entry with this formula, charge and spin	110.63	kJ/mol
HOMO level	-2.80	eV

Last column: Löwdin charge in e.
Atoms and positions in Å:
Ti: 1.20 -0.69 0.46  0.34
S: 0.49 -0.25 2.89  0.64
C: 2.08 -0.59 3.44  -1.09
S: 3.12 -0.61 2.09  0.60
C: 2.45 -0.67 4.80  -0.37
C: 1.57 -0.36 5.88  -0.26
N: 0.94 0.03 6.78  0.12
C: 3.76 -1.02 5.22  -0.29
N: 4.77 -1.31 5.64  0.12
O: -2.16 -5.06 -1.84  -0.06
C: -2.51 -3.83 -1.26  -0.22
C: -1.25 -2.93 -0.86  -0.58
C: -1.87 -1.62 -0.39  -0.30
O: -1.04 -0.80 0.46  -0.30
C: -0.26 -2.79 -1.99  -0.56
Se: 0.65 -1.04 -2.10  0.72
C: -0.69 -3.59 0.39  -0.48
Se: 1.22 -3.21 0.77  0.64
H: -1.30 -4.87 -2.26  0.07
H: -3.04 -4.10 -0.35  0.12
H: -3.17 -3.16 -1.89  0.14
H: -2.76 -1.86 0.16  0.00
H: -2.12 -1.02 -1.30  0.13
H: -1.49 -0.85 1.38  0.01
H: -0.80 -2.85 -2.95  0.06
H: 0.52 -3.57 -1.95  0.05
H: -0.75 -4.70 0.35  0.07
H: -1.19 -3.22 1.30  0.07
N: 5.54 -4.13 0.71  0.18
C: 5.80 -3.85 -0.63  -0.45
O: 6.42 -4.63 -1.36  0.03
C: 5.19 -2.56 -1.12  -0.11
C: 5.76 -1.76 -2.11  0.00
C: 5.15 -0.54 -2.40  -0.03
C: 3.99 -0.20 -1.71  -0.16
N: 3.42 -0.92 -0.80  -0.06
C: 4.01 -2.11 -0.58  -0.17
H: 5.78 -5.04 0.99  0.08
H: 5.06 -3.53 1.36  0.10
H: 6.64 -2.05 -2.66  0.11
H: 5.52 0.15 -3.12  0.09
H: 3.48 0.72 -1.98  0.11
H: 3.42 -2.72 0.14  -0.03
S: -6.25 1.28 -2.17  0.51
C: -5.19 1.02 -0.86  -1.05
S: -5.06 -0.61 -0.27  0.92
C: -4.11 -0.10 1.18  -1.11
N: -3.84 1.20 1.07  0.01
N: -4.44 1.77 -0.05  -0.15
C: -4.22 3.16 -0.24  -0.15
C: -3.49 3.87 0.75  -0.03
C: -3.48 5.25 0.74  -0.09
C: -4.10 5.97 -0.28  -0.11
C: -4.71 5.27 -1.28  -0.11
C: -4.87 3.90 -1.25  -0.06
S: -3.66 -1.23 2.37  0.50
H: -3.07 3.26 1.54  0.10
H: -3.00 5.80 1.52  0.09
H: -4.01 7.06 -0.38  0.10
H: -5.23 5.73 -2.08  0.09
H: -5.43 3.39 -1.98  -0.02
C: -0.15 2.25 -1.68  -0.05
C: 0.59 2.36 -0.31  -0.66
C: -0.35 2.80 0.75  -0.04
C: 1.77 3.32 -0.49  -0.05
O: 1.16 1.08 0.03  -0.39
H: -0.61 3.20 -1.96  0.08
H: -0.93 1.55 -1.44  0.05
H: 0.56 1.84 -2.44  0.06
H: -0.69 3.78 0.56  0.06
H: 0.19 2.78 1.73  0.10
H: -1.21 2.17 0.79  0.06
H: 1.46 4.35 -0.59  0.06
H: 2.42 3.07 -1.38  0.08
H: 2.41 3.20 0.50  0.13

Entry 4:
ORCA calculation (ωB97M-V/def2-TZVPD) on a molecular structure, C27H31BN6OS2Zr.

LUMO	0.10	eV
Kohn-Sham gap	0.28372	Eh
ΔE to the lowest compared entry with this formula, charge and spin	0.00	kJ/mol
HOMO level	-7.62	eV

Last column: Löwdin charge in e.
Atoms and positions in Å:
Zr: 0.92 0.52 -0.52  1.35
C: -1.94 -1.71 -3.23  -0.03
C: -1.35 -1.42 -2.00  -0.10
N: -0.38 -0.52 -2.16  -0.05
N: -0.32 -0.22 -3.47  -0.03
C: -1.25 -0.92 -4.14  -0.05
B: 0.61 0.88 -3.98  -0.52
N: 0.22 2.19 -3.28  -0.02
C: -0.11 3.36 -3.84  -0.06
C: -0.36 4.28 -2.83  -0.04
C: -0.15 3.56 -1.66  -0.17
N: 0.21 2.30 -1.93  -0.09
N: 2.06 0.54 -3.59  -0.03
C: 3.13 0.44 -4.39  -0.06
C: 4.25 0.23 -3.60  -0.04
C: 3.76 0.21 -2.30  -0.15
N: 2.43 0.39 -2.29  -0.09
H: -2.74 -2.40 -3.43  0.10
H: -1.59 -1.80 -1.03  0.10
H: -1.35 -0.82 -5.20  0.13
H: 0.52 1.00 -5.16  0.12
H: -0.16 3.46 -4.91  0.12
H: -0.65 5.31 -2.93  0.10
H: -0.23 3.88 -0.63  0.08
H: 3.02 0.54 -5.45  0.12
H: 5.26 0.11 -3.93  0.10
H: 4.28 0.09 -1.37  0.06
S: 2.83 -0.60 0.71  0.59
C: 2.56 0.30 2.21  -0.67
C: 2.89 -0.32 3.42  -0.14
C: 2.74 0.34 4.63  -0.09
C: 2.25 1.64 4.65  -0.09
C: 1.93 2.27 3.46  -0.13
C: 2.08 1.62 2.23  -0.68
S: 1.69 2.52 0.76  0.59
H: 3.27 -1.33 3.40  0.10
H: 3.00 -0.16 5.55  0.10
H: 2.13 2.17 5.58  0.10
H: 1.55 3.28 3.46  0.10
C: 0.89 -3.23 2.17  -0.06
C: -0.02 -3.00 0.97  -0.39
C: -0.32 -4.33 0.26  -0.07
C: -1.27 -2.28 1.41  -0.15
C: -2.31 -2.98 2.01  -0.04
C: -3.45 -2.35 2.45  -0.08
C: -3.57 -0.98 2.29  -0.04
C: -2.58 -0.22 1.69  -0.13
C: -2.80 1.27 1.51  -0.36
C: -1.80 2.10 2.32  -0.05
C: -2.82 1.70 0.04  -0.05
C: -1.41 -0.88 1.27  -0.24
O: -0.41 -0.17 0.68  -0.34
H: 1.84 -3.69 1.86  0.08
H: 0.41 -3.90 2.89  0.09
H: 1.11 -2.29 2.67  0.06
H: 0.52 -2.37 0.26  0.08
H: -0.74 -5.07 0.95  0.07
H: 0.60 -4.75 -0.15  0.08
H: -1.03 -4.20 -0.56  0.07
H: -2.21 -4.05 2.13  0.11
H: -4.25 -2.91 2.92  0.10
H: -4.47 -0.47 2.62  0.11
H: -3.80 1.47 1.92  0.13
H: -0.78 1.93 1.98  0.03
H: -1.85 1.84 3.38  0.09
H: -2.02 3.16 2.23  0.08
H: -1.82 1.70 -0.39  0.03
H: -3.21 2.71 -0.05  0.08
H: -3.45 1.04 -0.56  0.09

Entry 5:
ORCA calculation (ωB97M-V/def2-TZVPD) on a molecular structure, C27H31ClCrPSi in a non-equilibrium geometry.

LUMO (alpha / beta)	0.37 / 0.13	eV
Kohn-Sham gap (alpha / beta)	0.30930 / 0.31383	Eh
multiplicity	4
HOMO level (alpha / beta)	-8.05 / -8.41	eV

Last column: Löwdin charge in e.
Atoms and positions in Å:
C: -0.69 -1.58 2.58  -0.15
C: -0.74 -2.12 1.27  -0.18
C: 0.61 -2.53 0.91  -0.18
H: -1.65 -2.27 0.70  0.10
C: 1.48 -2.20 2.01  -0.15
C: 0.67 -1.63 3.05  -0.13
H: 1.01 -1.35 4.05  0.12
H: -1.56 -1.23 3.14  0.08
H: 0.92 -3.08 0.02  0.11
H: 2.54 -2.41 2.10  0.12
Cr: 0.52 -0.36 1.25  0.20
Cl: 2.53 0.70 0.93  0.15
P: 0.28 -0.26 -1.10  1.05
C: 1.41 -1.40 -2.01  -0.35
C: 1.02 -2.10 -3.16  -0.08
H: -0.03 -2.14 -3.45  0.10
C: 1.96 -2.73 -3.98  -0.08
H: 1.62 -3.21 -4.90  0.11
C: 3.31 -2.71 -3.63  -0.08
H: 4.05 -3.16 -4.29  0.10
C: 3.70 -2.12 -2.42  -0.07
H: 4.75 -2.11 -2.12  0.11
C: 2.76 -1.50 -1.61  -0.11
H: 3.07 -1.03 -0.67  0.03
C: -1.30 -0.71 -1.93  -0.33
C: -1.81 -2.01 -1.81  -0.13
H: -1.26 -2.79 -1.26  0.10
C: -3.01 -2.37 -2.43  -0.07
H: -3.43 -3.36 -2.25  0.11
C: -3.62 -1.47 -3.31  -0.08
H: -4.52 -1.77 -3.86  0.10
C: -3.08 -0.20 -3.50  -0.07
H: -3.50 0.49 -4.23  0.11
C: -1.96 0.21 -2.76  -0.06
H: -1.58 1.22 -2.86  0.10
C: 0.70 1.33 -1.89  -0.38
C: 1.42 1.39 -3.09  -0.06
H: 1.86 0.48 -3.50  0.10
C: 1.54 2.59 -3.79  -0.07
H: 2.04 2.60 -4.76  0.11
C: 1.01 3.77 -3.24  -0.08
H: 1.08 4.71 -3.79  0.10
C: 0.39 3.73 -1.98  -0.07
H: -0.01 4.64 -1.54  0.11
C: 0.25 2.52 -1.30  -0.10
H: -0.22 2.49 -0.31  0.09
C: 0.20 1.04 5.61  -0.20
Si: -0.90 1.59 4.18  0.45
C: -2.52 0.64 4.37  -0.21
C: -1.21 3.42 4.51  -0.20
C: 0.02 1.30 2.52  -0.34
H: -0.13 1.56 6.52  0.03
H: 1.25 1.31 5.43  0.03
H: 0.14 -0.04 5.80  0.02
H: -3.20 1.21 5.02  0.03
H: -3.03 0.48 3.42  0.03
H: -2.38 -0.33 4.86  0.02
H: -0.30 4.00 4.33  0.03
H: -2.00 3.83 3.89  0.02
H: -1.48 3.54 5.56  0.02
H: -0.08 2.18 1.84  -0.02
H: 1.10 1.35 2.83  -0.05

Entry 6:
ORCA calculation (ωB97M-V/def2-TZVPD) on a single C27H31ClN4O5 molecule in a non-equilibrium geometry.

LUMO	0.59	eV
SMILES string	CCCCCC(=O)N1C[C@]2(CC(c3cccc(NC(=O)COc4ccc(Cl)cc4)c3)=NO2)C[C@@H]1C(N)=O
Kohn-Sham gap	0.33546	Eh
ΔE to the lowest compared entry with this formula, charge and spin	0.00	kJ/mol
HOMO level	-8.54	eV

Last column: Löwdin charge in e.
Atoms and positions in Å:
C: 7.36 2.20 3.01  -0.12
C: 6.81 1.58 1.72  -0.28
C: 5.60 0.70 2.00  -0.23
C: 5.05 0.08 0.72  -0.20
C: 3.84 -0.82 1.00  -0.10
C: 3.33 -1.42 -0.29  -0.46
O: 3.77 -2.49 -0.71  0.03
N: 2.41 -0.73 -0.98  0.02
C: 1.83 0.54 -0.60  -0.06
H: 1.31 0.47 0.36  0.12
C: 0.85 0.90 -1.73  -0.38
C: 1.42 0.14 -2.93  -0.02
C: 2.00 -1.13 -2.33  -0.15
H: 2.88 -1.50 -2.87  0.16
C: 0.97 -2.28 -2.29  -0.50
O: -0.18 -2.15 -2.66  0.04
N: 1.49 -3.43 -1.84  0.19
H: 0.90 -4.24 -1.74  0.12
H: 2.44 -3.44 -1.48  0.07
H: 0.66 -0.08 -3.68  0.13
H: 2.20 0.75 -3.39  0.14
C: -0.62 0.59 -1.41  -0.03
C: -1.20 1.98 -1.38  -0.22
N: -0.34 2.87 -1.68  0.13
O: 0.87 2.32 -1.96  -0.05
C: -2.56 2.27 -0.97  -0.16
C: -3.47 1.23 -0.84  0.05
C: -4.75 1.47 -0.34  -0.21
C: -5.13 2.76 0.02  0.00
C: -4.22 3.80 -0.14  -0.06
C: -2.95 3.57 -0.63  -0.02
H: -2.24 4.37 -0.74  0.11
H: -4.52 4.80 0.13  0.11
H: -6.11 2.93 0.43  0.11
N: -5.60 0.36 -0.20  0.14
C: -6.34 0.07 0.91  -0.47
O: -6.68 0.86 1.75  0.09
C: -6.72 -1.42 0.98  -0.09
O: -5.85 -2.25 0.25  -0.05
C: -4.51 -2.23 0.54  -0.28
C: -3.95 -1.65 1.68  0.00
C: -2.58 -1.64 1.85  -0.09
C: -1.76 -2.20 0.88  -0.66
C: -2.30 -2.78 -0.26  -0.09
C: -3.67 -2.79 -0.42  0.00
H: -4.12 -3.24 -1.30  0.13
H: -1.66 -3.17 -1.03  0.09
Cl: -0.04 -2.16 1.08  0.73
H: -2.15 -1.19 2.73  0.11
H: -4.57 -1.19 2.43  0.12
H: -7.70 -1.56 0.53  0.14
H: -6.78 -1.70 2.04  0.14
H: -5.38 -0.42 -0.80  0.14
H: -3.19 0.22 -1.10  0.11
H: -1.08 -0.03 -2.18  0.12
H: -0.74 0.08 -0.45  0.10
H: 2.59 1.33 -0.54  0.14
H: 3.06 -0.25 1.51  0.11
H: 4.15 -1.64 1.64  0.13
H: 4.77 0.87 0.02  0.11
H: 5.82 -0.52 0.24  0.13
H: 5.88 -0.09 2.69  0.12
H: 4.82 1.30 2.47  0.12
H: 7.59 0.99 1.25  0.11
H: 6.53 2.38 1.03  0.11
H: 6.60 2.81 3.49  0.07
H: 7.66 1.42 3.70  0.07
H: 8.22 2.82 2.79  0.07

Entry 7:
ORCA calculation (ωB97M-V/def2-TZVPD) on a molecular structure, C27H31DyNO2S5.

LUMO (alpha / beta)	-2.38 / -2.36	eV
Kohn-Sham gap (alpha / beta)	0.28300 / 0.28400	Eh
charge	+1
ΔE to the lowest compared entry with this formula, charge and spin	28.95	kJ/mol
multiplicity	6
HOMO level (alpha / beta)	-10.08 / -10.09	eV

Last column: Löwdin charge in e.
Atoms and positions in Å:
Dy: 0.11 0.80 0.18  1.05
S: 2.48 -0.29 0.81  0.55
C: 2.42 -0.53 2.53  -0.71
C: 3.21 -1.56 3.07  -0.13
C: 3.29 -1.79 4.42  -0.07
C: 2.62 -0.96 5.31  -0.07
C: 1.83 0.07 4.81  -0.12
C: 1.69 0.25 3.44  -0.54
S: 0.58 1.57 2.92  0.92
C: -0.96 1.02 3.76  -0.35
C: -2.11 0.52 2.93  -0.31
C: -3.23 0.09 3.64  -0.01
C: -4.34 -0.35 2.95  -0.02
C: -4.32 -0.30 1.56  0.00
C: -3.18 0.18 0.92  -0.31
C: -3.29 0.45 -0.55  -0.34
S: -1.87 -0.04 -1.63  0.93
C: -1.85 1.42 -2.67  -0.56
C: -2.18 1.23 -4.00  -0.12
C: -2.36 2.31 -4.84  -0.08
C: -2.21 3.59 -4.33  -0.07
C: -1.85 3.79 -3.02  -0.11
C: -1.64 2.71 -2.15  -0.73
S: -1.21 3.06 -0.49  0.54
N: -2.07 0.53 1.59  0.04
H: 3.77 -2.17 2.37  0.10
H: 3.91 -2.59 4.80  0.11
H: 2.71 -1.09 6.37  0.11
H: 1.33 0.73 5.49  0.11
H: -1.31 1.90 4.31  0.10
H: -0.67 0.26 4.49  0.09
H: -3.22 0.12 4.71  0.13
H: -5.21 -0.71 3.48  0.12
H: -5.19 -0.58 0.99  0.12
H: -3.38 1.53 -0.68  0.07
H: -4.16 -0.04 -0.97  0.09
H: -2.33 0.22 -4.36  0.10
H: -2.64 2.15 -5.87  0.11
H: -2.40 4.45 -4.97  0.11
H: -1.75 4.78 -2.62  0.10
O: 1.10 1.04 -1.86  -0.76
S: 1.47 1.70 -3.17  1.04
C: 2.09 0.28 -4.19  -0.27
C: 3.61 0.37 -4.23  -0.22
C: 4.04 1.09 -2.96  -0.23
C: 3.17 2.33 -2.91  -0.28
H: 1.62 0.34 -5.17  0.09
H: 1.73 -0.60 -3.66  0.10
H: 3.92 0.95 -5.11  0.12
H: 4.05 -0.62 -4.31  0.12
H: 5.10 1.34 -2.98  0.13
H: 3.84 0.47 -2.09  0.10
H: 3.37 3.02 -3.73  0.10
H: 3.20 2.86 -1.96  0.11
C: -0.19 -4.02 0.06  -0.14
C: 0.13 -3.83 1.54  -0.14
C: -0.44 -2.44 1.81  -0.17
O: -0.39 -1.72 0.56  -0.34
C: 0.10 -2.62 -0.46  -0.22
H: -1.24 -4.26 -0.07  0.12
H: 0.42 -4.78 -0.41  0.12
H: 1.21 -3.81 1.69  0.12
H: -0.30 -4.59 2.18  0.12
H: 0.13 -1.90 2.56  0.11
H: -1.50 -2.49 2.11  0.13
H: 1.18 -2.46 -0.58  0.10
H: -0.42 -2.39 -1.40  0.09